This record from the Open Molecules 2025 dataset describes 5 unconnected molecules or ions with the total composition C44H69BCl2N6O13S2 at a distorted geometry. The level of theory is wB97M-V/def2-TZVPD.

Computed properties:
Kohn-Sham gap: 7.37 eV
E_LUMO: -1.034 eV
SMILES: CCN(CC)C(=S)SCCCc1c(CC(=O)Cl)c(CCCCOC=O)c2c(c1B(O)O)C(=O)C(N(C(C)=O)C(C)=O)=C(CCCCl)C2=O.CNC(C)=O.CNC(C)=O.CNC(C)=O.CNC(C)=O
HOMO: -8.40 eV

XYZ file:
```
137
C44H69BCl2N6O13S2, DFT wB97M-V/def2-TZVPD
C -2.567 -5.065 -0.441
C -1.591 -3.961 -1.032
N -1.103 -3.010 -0.015
C 0.038 -2.194 -0.529
C 1.383 -3.023 -0.635
C -2.127 -2.151 0.486
S -3.572 -1.842 -0.271
S -1.737 -1.340 2.078
C -3.066 -0.121 2.432
C -3.081 0.397 3.921
C -2.373 1.802 4.128
C -1.204 2.044 3.129
C -1.404 2.892 1.940
C -2.762 3.590 1.620
C -2.923 5.018 2.234
O -3.191 5.912 1.495
Cl -2.765 5.339 4.008
C -0.287 3.069 0.972
C -0.455 3.960 -0.299
C -0.299 5.514 -0.002
C 1.059 6.096 -0.569
C 0.996 7.614 -0.987
O 1.993 7.829 -2.050
C 3.255 7.424 -1.630
O 4.107 8.215 -1.332
C 0.962 2.379 1.254
C 1.188 1.544 2.460
C 0.095 1.370 3.413
B 0.227 0.455 4.723
O 0.982 0.869 5.841
O -0.354 -0.822 4.856
C 2.584 0.857 2.641
O 3.144 0.773 3.702
C 3.205 0.333 1.297
N 3.925 -0.920 1.172
C 5.374 -0.744 0.995
C 6.259 0.281 1.769
O 5.909 -1.490 0.210
C 3.675 -1.838 2.281
C 2.412 -2.729 2.425
O 4.500 -1.879 3.169
C 3.003 1.113 0.194
C 3.501 0.750 -1.238
C 2.187 0.271 -2.034
C 1.980 1.021 -3.402
Cl 0.159 1.335 -3.562
C 2.186 2.452 0.279
O 2.510 3.439 -0.333
H -2.138 -5.544 0.479
H -3.588 -4.659 -0.274
H -2.601 -5.882 -1.218
H -0.704 -4.541 -1.422
H -2.029 -3.461 -1.947
H 0.202 -1.307 0.129
H -0.222 -1.867 -1.580
H 1.316 -3.932 0.030
H 2.277 -2.426 -0.306
H 1.540 -3.355 -1.691
H -4.041 -0.666 2.271
H -3.072 0.709 1.675
H -2.713 -0.413 4.595
H -4.166 0.551 4.189
H -2.090 1.923 5.208
H -3.150 2.594 3.939
H -2.928 3.603 0.519
H -3.575 2.937 2.053
H 0.274 3.610 -1.079
H -1.468 3.837 -0.779
H -0.332 5.688 1.108
H -1.173 6.094 -0.420
H 1.817 6.025 0.264
H 1.394 5.434 -1.405
H 0.017 7.943 -1.404
H 1.350 8.267 -0.138
H 3.566 6.338 -1.597
H 1.242 1.799 5.725
H -0.425 -0.995 5.816
H 7.214 0.434 1.196
H 5.684 1.230 1.893
H 6.567 -0.188 2.741
H 2.523 -3.589 1.714
H 2.323 -3.165 3.456
H 1.448 -2.191 2.222
H 4.210 -0.108 -1.264
H 3.869 1.656 -1.786
H 1.290 0.521 -1.397
H 2.159 -0.842 -2.163
H 2.236 0.363 -4.282
H 2.457 2.027 -3.459
C -5.701 9.721 5.876
N -6.063 8.563 6.668
C -6.259 7.283 6.245
C -6.088 6.997 4.776
O -6.563 6.413 7.047
H -4.761 10.123 6.258
H -6.482 10.476 5.989
H -5.587 9.477 4.824
H -6.194 8.681 7.661
H -6.275 5.941 4.590
H -6.801 7.583 4.193
H -5.067 7.228 4.465
C 5.424 -3.415 -6.750
N 4.934 -2.372 -5.866
C 3.988 -1.435 -6.120
C 3.340 -1.442 -7.478
O 3.686 -0.618 -5.255
H 5.243 -4.380 -6.277
H 6.499 -3.276 -6.881
H 4.937 -3.393 -7.720
H 5.324 -2.307 -4.937
H 2.608 -0.638 -7.533
H 4.090 -1.279 -8.254
H 2.826 -2.390 -7.646
C -8.157 -4.662 1.671
N -6.921 -5.081 1.041
C -6.651 -5.194 -0.289
C -7.750 -4.849 -1.259
O -5.547 -5.565 -0.659
H -7.952 -3.782 2.284
H -8.510 -5.470 2.314
H -8.925 -4.421 0.942
H -6.140 -5.328 1.630
H -7.388 -4.986 -2.276
H -8.609 -5.505 -1.106
H -8.047 -3.806 -1.136
C 3.864 -8.648 -4.051
N 3.948 -7.734 -5.174
C 4.886 -7.697 -6.159
C 5.994 -8.716 -6.111
O 4.813 -6.855 -7.043
H 2.913 -9.179 -4.106
H 3.894 -8.066 -3.128
H 4.678 -9.367 -4.048
H 3.237 -7.024 -5.269
H 6.662 -8.562 -6.956
H 6.570 -8.604 -5.190
H 5.581 -9.724 -6.175
```